Entry 1:
{
  "formula": "C35H59F3O17SY",
  "method": "ωB97M-V with the def2-TZVPD basis set",
  "largest_force_ha_per_bohr": 0.1232,
  "charge": 1,
  "mol_weight_g_mol": 929.81,
  "orbital_gap_ev": 7.42,
  "species": ["Y", "C", "C", "O", "H", "H", "H", "H", "H", "C", "F", "F", "F", "S", "O", "O", "O", "C", "C", "C", "O", "C", "H", "H", "H", "H", "H", "H", "H", "H", "C", "C", "C", "O", "C", "H", "H", "H", "H", "H", "H", "H", "H", "C", "C", "C", "O", "C", "H", "H", "H", "H", "H", "H", "H", "H", "O", "C", "O", "C", "C", "C", "H", "H", "H", "H", "H", "H", "O", "C", "O", "C", "C", "C", "H", "H", "H", "H", "H", "H", "O", "C", "O", "C", "C", "C", "H", "H", "H", "H", "H", "H", "O", "C", "O", "C", "C", "C", "H", "H", "H", "H", "H", "H", "O", "C", "O", "C", "C", "C", "H", "H", "H", "H", "H", "H"],
  "positions_angstrom": [[8.4045, 28.1574, 22.0898], [7.8292, 24.2236, 20.1471], [7.3126, 24.7332, 21.4858], [7.5942, 26.0335, 21.8007], [7.5955, 23.1749, 19.9542], [8.9239, 24.2660, 20.1471], [7.5151, 24.8364, 19.2966], [7.8086, 24.0629, 22.2128], [6.2410, 24.4854, 21.5386], [5.2362, 27.8518, 18.7082], [4.5586, 28.2304, 17.6414], [4.4916, 28.0411, 19.8064], [5.5429, 26.5667, 18.6060], [6.7598, 28.9141, 18.8403], [7.3281, 28.4544, 20.1245], [7.6032, 28.5693, 17.7115], [6.2574, 30.2656, 18.8962], [11.6270, 21.3393, 20.6927], [10.1681, 21.4083, 21.0620], [9.5644, 20.3548, 20.1310], [10.4007, 20.3270, 18.9807], [11.5378, 21.1667, 19.1835], [12.1442, 20.4799, 21.1268], [12.2644, 22.1920, 20.9414], [9.7141, 22.3750, 20.8335], [9.9322, 21.2384, 22.1170], [8.5173, 20.5234, 19.8651], [9.6195, 19.3791, 20.6297], [11.4463, 22.1264, 18.6685], [12.4450, 20.6915, 18.8083], [6.6687, 19.0986, 22.2556], [6.0461, 20.4626, 22.0910], [6.7396, 21.3113, 23.1389], [7.1509, 20.3758, 24.1438], [6.7690, 19.0486, 23.7857], [7.6667, 19.0597, 21.8109], [6.0944, 18.2981, 21.7904], [4.9657, 20.3772, 22.2499], [6.0727, 20.8930, 21.0851], [5.9963, 22.0141, 23.5244], [7.6582, 21.7803, 22.7820], [5.7810, 18.8120, 24.1996], [7.4667, 18.3203, 24.1919], [4.7326, 22.0724, 18.6993], [4.6249, 23.5064, 18.2465], [3.8791, 24.1264, 19.4152], [2.9140, 23.1344, 19.7447], [3.3622, 21.8155, 19.3327], [5.5550, 21.9429, 19.4045], [4.9843, 21.4390, 17.8434], [4.0290, 23.6778, 17.3493], [5.6012, 23.9729, 18.0893], [3.4852, 25.0960, 19.1116], [4.5322, 24.2712, 20.2850], [2.6194, 21.4049, 18.6503], [3.3914, 21.2046, 20.2343], [9.2228, 24.0894, 27.2436], [8.2449, 24.5105, 26.7021], [7.1958, 24.9706, 27.4151], [6.1543, 25.4947, 26.5932], [6.5667, 25.0778, 25.1518], [8.0089, 24.6358, 25.2094], [6.0297, 26.5767, 26.6236], [5.2137, 25.0069, 26.8316], [6.3419, 25.8339, 24.3968], [5.9078, 24.2512, 24.8703], [8.6465, 25.4067, 24.7887], [8.1424, 23.6657, 24.7372], [6.2372, 28.4357, 22.8197], [5.0191, 28.4217, 22.7608], [4.3335, 29.5298, 22.5778], [2.9385, 29.2625, 22.4353], [2.7493, 27.9191, 23.1320], [4.0651, 27.2376, 22.8307], [2.6744, 29.1741, 21.3780], [2.3125, 30.0645, 22.8162], [1.9024, 27.3434, 22.7575], [2.5322, 28.0616, 24.1917], [4.1334, 26.8097, 21.8265], [4.3624, 26.4888, 23.5596], [11.2454, 23.2298, 15.9863], [10.0747, 23.0063, 16.0515], [9.3712, 23.2545, 17.1695], [8.0084, 22.8166, 17.0089], [8.0126, 21.9262, 15.7760], [9.1704, 22.4721, 14.9625], [7.3991, 23.7126, 16.8734], [7.6570, 22.2521, 17.8708], [7.0389, 22.0192, 15.2882], [8.1110, 20.8634, 15.9937], [8.8830, 23.2139, 14.2135], [9.7033, 21.7578, 14.3355], [9.7966, 27.5043, 20.2127], [10.3193, 27.3266, 19.1399], [10.7147, 28.3756, 18.4292], [11.1460, 28.0215, 17.1100], [10.8219, 26.5602, 16.9753], [10.5708, 26.0272, 18.3825], [12.2217, 28.2149, 17.0265], [10.6926, 28.7043, 16.3949], [11.4527, 25.9220, 16.3593], [9.8641, 26.5064, 16.4415], [11.4702, 25.5469, 18.7753], [9.7422, 25.3317, 18.3678], [10.1271, 26.6858, 22.9017], [10.8041, 25.7381, 23.2619], [11.4609, 25.7982, 24.3958], [12.0039, 24.5011, 24.7655], [12.1053, 23.7968, 23.4092], [10.9538, 24.3995, 22.6086], [11.2556, 24.0632, 25.4271], [12.9736, 24.5957, 25.2391], [11.9392, 22.7204, 23.4772], [13.1028, 23.9333, 22.9942], [10.0749, 23.7561, 22.6051], [11.1444, 24.5649, 21.5449]]
}


Entry 2:
{
  "formula": "C3H3CsMgO2",
  "method": "ωB97M-V with the def2-TZVPD basis set",
  "largest_force_ha_per_bohr": 0.0450,
  "charge": 1,
  "mol_weight_g_mol": 228.27,
  "spin_multiplicity": 2,
  "s_squared": 1.20,
  "orbital_gap_ev": [5.99, 6.76],
  "relative_energy_kcal_mol": 86.9,
  "species": ["O", "Cs", "C", "C", "O", "C", "H", "H", "H", "Mg"],
  "positions_angstrom": [[-1.8647, -0.0129, -0.5621], [-4.7904, -2.0571, -1.1794], [0.7545, 1.4570, 0.4643], [0.2705, 0.1195, 0.6592], [2.0506, 1.0505, 0.1147], [1.6442, -0.3382, 0.1928], [-0.0969, -0.2257, 1.6342], [1.6942, -0.8189, -0.7955], [2.2594, -0.8960, 0.9135], [-1.9215, 1.7219, -1.4416]]
}


Entry 3:
{
  "formula": "C3H5N2",
  "method": "ωB97M-V with the def2-TZVPD basis set",
  "largest_force_ha_per_bohr": 0.0683,
  "charge": 1,
  "smiles": "C1#[N+]NCC1",
  "mol_weight_g_mol": 69.09,
  "orbital_gap_ev": 8.21,
  "relative_energy_kcal_mol": 166.9,
  "species": ["C", "C", "C", "N", "N", "H", "H", "H", "H", "H"],
  "positions_angstrom": [[0.5319, -1.6691, -0.3871], [0.9337, -0.2314, -0.6060], [-0.1391, 0.6899, 0.1162], [-0.8987, -1.4525, 0.4966], [-1.0085, -0.2566, 0.6782], [1.8864, 0.1932, -0.3805], [0.8699, -0.2167, -1.7627], [0.2472, 1.2141, 1.0094], [-0.5698, 1.5214, -0.3560], [-1.8530, 0.2075, 1.1919]]
}


Entry 4:
{
  "formula": "C21H78O18",
  "method": "ωB97M-V with the def2-TZVPD basis set",
  "largest_force_ha_per_bohr": 0.0472,
  "mol_weight_g_mol": 618.84,
  "orbital_gap_ev": 9.77,
  "relative_energy_kcal_mol": 51.3,
  "species": ["O", "H", "H", "O", "H", "H", "O", "H", "H", "O", "H", "H", "O", "H", "H", "O", "H", "H", "O", "H", "H", "O", "H", "H", "O", "H", "H", "O", "H", "H", "O", "H", "H", "C", "C", "C", "O", "H", "H", "H", "H", "H", "H", "H", "H", "C", "C", "C", "O", "H", "H", "H", "H", "H", "H", "H", "H", "C", "C", "C", "O", "H", "H", "H", "H", "H", "H", "H", "H", "C", "C", "C", "O", "H", "H", "H", "H", "H", "H", "H", "H", "C", "C", "C", "O", "H", "H", "H", "H", "H", "H", "H", "H", "C", "C", "C", "O", "H", "H", "H", "H", "H", "H", "H", "H", "C", "C", "C", "O", "H", "H", "H", "H", "H", "H", "H", "H"],
  "positions_angstrom": [[2.7572, 1.3808, -1.3992], [1.9162, 1.5651, -1.8175], [2.5311, 0.8767, -0.6175], [1.0663, -1.0204, -2.0207], [1.9687, -1.1905, -2.2910], [0.7621, -0.3362, -2.6170], [-0.3778, -2.6868, -0.5561], [0.0581, -1.9928, -1.0506], [0.2638, -2.9510, 0.1033], [1.6787, -3.6531, 4.2401], [1.7739, -3.3940, 5.1566], [1.0795, -3.0056, 3.8687], [4.0164, -2.0616, -0.1274], [4.8599, -2.5005, -0.2371], [4.2424, -1.1704, 0.1392], [1.2595, -0.1386, 0.6502], [1.1053, -0.9021, 1.2066], [0.6584, -0.2529, -0.0859], [-0.4382, -6.0027, 2.5250], [-0.7959, -5.3407, 1.9334], [-1.0586, -6.7299, 2.4748], [5.3027, 0.1573, 0.3700], [6.0106, -0.3254, 0.7969], [5.2357, 0.9733, 0.8657], [-2.7165, -4.1633, -0.5011], [-2.8560, -4.0033, 0.4323], [-1.9961, -3.5799, -0.7396], [0.6371, 1.1225, -3.3265], [0.9512, 2.0030, -3.5319], [0.1635, 0.8475, -4.1115], [1.8739, -3.2690, 1.2257], [2.7740, -3.1078, 0.9427], [1.9176, -3.2599, 2.1819], [-4.0094, -0.3757, 0.0580], [-3.1277, 0.8099, -0.0710], [-1.7620, 0.6642, -0.7805], [-3.9271, 1.7644, -0.7135], [-3.9378, -0.9319, -0.8767], [-5.0106, -0.0791, 0.3705], [-3.5415, -1.0026, 0.8170], [-3.0191, 1.0873, 0.9775], [-1.8592, 0.7419, -1.8634], [-1.2072, -0.2349, -0.5122], [-1.0964, 1.5229, -0.6923], [-4.6019, 2.1003, -0.1191], [-1.8277, -0.8178, 4.7839], [-0.7950, -0.6306, 3.7024], [0.5231, -0.1296, 4.2967], [-0.5683, -1.9035, 3.0491], [-1.4708, -1.2020, 5.7395], [-2.4767, -1.6391, 4.4798], [-2.3693, 0.1090, 4.9728], [-1.1038, 0.0803, 2.9360], [1.2011, 0.5176, 3.7403], [1.0629, -1.0718, 4.3920], [0.5040, 0.1693, 5.3447], [-1.3581, -2.4490, 3.0333], [-1.6711, 4.6450, -1.2638], [-2.7956, 4.8383, -2.3182], [-2.4118, 3.9924, -3.5784], [-3.9586, 4.2607, -1.7688], [-0.8050, 5.1457, -1.6965], [-1.2916, 3.6373, -1.0945], [-1.9192, 5.0781, -0.2948], [-3.0789, 5.8736, -2.5079], [-1.3707, 4.0889, -3.8864], [-3.0945, 4.2424, -4.3906], [-2.7316, 2.9687, -3.3839], [-3.6257, 3.4212, -1.4432], [-1.9574, -2.7651, -6.1456], [-2.8247, -2.2845, -4.9880], [-2.3127, -2.7233, -3.6120], [-3.0234, -0.8980, -5.0643], [-1.0981, -2.1364, -6.3789], [-2.4414, -2.6374, -7.1138], [-1.7803, -3.8266, -5.9724], [-3.7678, -2.8003, -5.1686], [-1.2387, -2.5779, -3.4958], [-2.5999, -3.7630, -3.4551], [-2.7974, -2.1314, -2.8356], [-3.7384, -0.7096, -4.4520], [-2.1267, 3.5273, 3.1540], [-3.0182, 3.7716, 4.3428], [-2.3909, 3.3762, 5.7123], [-3.5472, 5.0939, 4.4454], [-1.7557, 2.5060, 3.2394], [-1.2133, 4.1164, 3.2362], [-2.5673, 3.5638, 2.1576], [-3.8925, 3.1226, 4.3933], [-3.0472, 3.6416, 6.5411], [-1.4192, 3.8672, 5.7654], [-2.1221, 2.3276, 5.8395], [-2.7974, 5.6570, 4.6511], [3.6743, 1.7755, 2.9717], [4.2498, 2.6865, 1.9300], [3.9758, 4.1576, 2.0510], [5.6474, 2.3512, 2.0681], [2.5887, 1.7271, 2.8871], [3.9487, 2.1824, 3.9450], [4.1278, 0.7855, 2.9235], [3.8770, 2.3422, 0.9653], [4.4138, 4.5757, 2.9573], [2.9682, 4.5438, 2.2053], [4.2872, 4.6152, 1.1120], [5.8952, 2.6609, 2.9424], [1.7672, -3.4994, -3.9662], [3.2062, -3.2107, -3.4127], [4.4159, -3.9834, -4.0845], [3.4457, -1.8838, -3.7739], [1.5215, -4.5601, -3.9161], [1.5743, -3.1997, -4.9963], [1.0289, -3.0466, -3.3044], [3.1409, -3.2110, -2.3246], [4.4163, -3.7656, -5.1525], [4.2566, -5.0533, -3.9502], [5.3756, -3.6717, -3.6725], [3.5832, -1.8145, -4.7214]]
}


Calculated total energy, record by record: -3384.1500; -486.3444; -226.3264; -2201.1178 Eh